ORCA calculation (the ωB97M-V functional and the def2-TZVPD basis) on a 2-piece molecular cluster, C3H9NO3 overall.

**Relative energy (zero: lowest compared OMol25 entry of this formula, charge and spin)**: 43.9 kcal per mole
**Spin multiplicity**: 1
**E_tot**: -400.15159 a.u.
**Gap between HOMO and LUMO**: 10.29 eV

Cartesian coordinates (Å):
N1 1.3244 -0.0566 1.2922
C1 -0.1095 -0.0458 1.0770
C2 -0.5330 1.3519 0.6936
O1 -1.4951 1.5853 0.0156
C3 -0.6011 -1.0685 0.0504
O2 -0.3447 -2.3617 0.5471
H1 1.6020 -0.9289 1.7317
H2 1.7729 -0.1060 0.3723
H3 -0.6638 -0.2871 1.9974
H4 0.1002 2.1469 1.1290
H5 -0.0537 -0.9205 -0.8837
H6 -1.6518 -0.9178 -0.1622
H7 -1.1423 -2.8940 0.5721
O3 0.2567 1.5075 -2.9941
H8 1.1305 1.6553 -3.3789
H9 0.4084 1.3401 -2.0596

Atoms 1-6, force components in eV/Å:
N 0.3 -0.4 -0.2
C -0.5 -0.3 -0.3
C -0.1 -0.1 0.4
O -0.1 0.2 -0.2
C 0.0 0.3 0.1
O 0.3 -0.5 0.2

What are the Mulliken partial charges on each atom? They are as follows, in elementary charge units: number 1, N, carries -0.716; number 2, C, carries 0.259; number 3, C, carries -0.249; number 4, O, carries -0.451; number 5, C, carries -0.454; number 6, O, carries -0.525; number 7, H, carries 0.308; number 8, H, carries 0.276; number 9, H, carries 0.276; number 10, H, carries 0.393; number 11, H, carries 0.155; number 12, H, carries 0.406; number 13, H, carries 0.329; number 14, O, carries -0.617; number 15, H, carries 0.313; number 16, H, carries 0.297

ORCA calculation (the ωB97M-V functional and the def2-TZVPD basis) on C45H42ClCsN7O9STe as an isolated structure.

**Relative energy (zero: lowest compared OMol25 entry of this formula, charge and spin)**: 3.8 kcal per mole
**Charge**: -1
**Spin multiplicity**: 1
**E_tot**: -3947.04430 a.u.
**Gap between HOMO and LUMO**: 6.73 eV

Cartesian coordinates (Å):
Cs1 0.5958 0.0749 0.1337
C1 -1.9299 -1.2221 -5.0062
C2 -2.3881 -0.8445 -3.6272
N1 -2.5510 0.3428 -3.1922
N2 -2.0867 1.3364 -4.0298
C3 -2.5654 2.6088 -3.9493
N3 -1.6490 3.5232 -4.4085
S1 -4.0969 2.9897 -3.4633
C4 -2.6460 -1.9383 -2.6473
C5 -3.9000 -2.1860 -2.1108
C6 -4.0389 -3.2514 -1.2342
C7 -2.9268 -4.0101 -0.9064
C8 -1.7078 -3.6700 -1.4744
N4 -1.5703 -2.6728 -2.3447
H1 -2.3565 -0.5287 -5.7325
H2 -2.2454 -2.2374 -5.2406
H3 -0.8438 -1.1880 -5.1012
H4 -1.1497 1.2231 -4.3998
H5 -0.7357 3.4270 -3.9579
H6 -2.0069 4.4643 -4.3554
H7 -4.7320 -1.5441 -2.3660
H8 -5.0050 -3.4752 -0.7992
H9 -2.9888 -4.8360 -0.2110
H10 -0.8037 -4.2126 -1.2148
O1 2.9552 1.5117 0.8765
C9 3.3480 1.2134 1.9954
C10 2.5921 1.0395 3.2220
C11 3.3547 0.6630 4.3318
C12 2.7815 0.4899 5.5662
C13 1.3971 0.7000 5.7481
C14 0.6257 1.0711 4.6949
C15 1.1608 1.2530 3.3645
O2 0.4067 1.5689 2.4145
N5 3.6003 0.0993 6.6878
O3 3.0563 -0.0500 7.7729
O4 4.7992 -0.0616 6.5105
H11 4.4345 1.0456 2.1434
H12 4.4197 0.5001 4.2237
H13 0.9741 0.5592 6.7328
H14 -0.4388 1.2390 4.8078
O5 2.7056 -5.1329 -4.3537
C16 3.2409 -4.1002 -5.0458
O6 4.0489 -4.3170 -5.9071
C17 2.7824 -2.7328 -4.6625
C18 3.6199 -1.6584 -4.9495
C19 3.2620 -0.3723 -4.5885
C20 2.0446 -0.1478 -3.9486
C21 1.1928 -1.2108 -3.6924
C22 1.5639 -2.4949 -4.0359
N6 1.6328 1.1440 -3.5607
C23 2.2652 1.7023 -2.6183
C24 1.8818 3.0385 -2.0993
C25 2.7084 3.6713 -1.1843
C26 2.3268 4.9092 -0.6890
C27 1.1264 5.4480 -1.1024
C28 0.3614 4.7362 -2.0202
N7 0.7328 3.5708 -2.5276
H15 2.1786 -4.8015 -3.6151
H16 4.5595 -1.8537 -5.4490
H17 3.9172 0.4640 -4.7973
H18 0.2606 -1.0506 -3.1691
H19 0.8674 -3.2931 -3.8026
H20 3.1121 1.2127 -2.1249
H21 3.6075 3.1805 -0.8429
H22 2.9487 5.4249 0.0307
H23 0.7717 6.3954 -0.7198
H24 -0.6004 5.1146 -2.3483
Cl1 1.7520 -8.1622 0.8442
C29 1.3942 -6.4524 0.9478
C30 0.4959 -5.9932 1.9299
C31 0.2045 -4.6647 2.0340
C32 0.7756 -3.6680 1.1584
O7 0.4717 -2.4553 1.2766
C33 1.6874 -4.1834 0.1629
C34 2.3394 -3.3497 -0.8187
O8 2.1837 -2.1599 -1.0391
C35 1.9782 -5.5623 0.0961
H25 0.0445 -6.7090 2.6064
H26 -0.4771 -4.3084 2.7973
H27 3.0562 -3.9156 -1.4609
H28 2.6797 -5.9144 -0.6540
C36 -1.5988 6.1101 1.7696
Te1 -0.9977 4.0537 1.9418
C37 0.9793 4.6016 2.5311
H29 -1.0915 6.5991 0.9393
H30 -1.3839 6.6389 2.6961
H31 -2.6726 6.1375 1.5896
H32 1.0611 4.6472 3.6141
H33 1.2069 5.5757 2.0995
H34 1.6586 3.8494 2.1383
C38 -2.4826 -1.4019 1.4960
C39 -2.9223 0.0345 1.5597
O9 -2.8995 0.7436 0.5760
C40 -3.3879 0.5769 2.8777
C41 -3.9030 1.8688 2.9217
C42 -4.3212 2.4138 4.1232
C43 -4.2244 1.6715 5.2930
C44 -3.7127 0.3819 5.2577
C45 -3.2978 -0.1649 4.0523
H35 -2.1301 -1.6250 0.4925
H36 -3.3220 -2.0603 1.7342
H37 -1.6721 -1.6067 2.1972
H38 -3.9589 2.4291 1.9977
H39 -4.7093 3.4239 4.1522
H40 -4.5426 2.1007 6.2349
H41 -3.6302 -0.1960 6.1693
H42 -2.8887 -1.1663 4.0347

Atoms 1-6, force components in eV/Å:
Cs -0.5 -0.1 -0.7
C 0.0 0.0 0.0
C 0.1 0.1 0.0
N 0.0 -0.1 0.1
N 0.0 0.1 -0.1
C -0.1 -0.1 0.0

Atom charges from the Mulliken analysis, given in e for atoms 1 to 99: number 1, Cs, carries 1.277; number 2, C, carries -1.498; number 3, C, carries 0.238; number 4, N, carries -0.173; number 5, N, carries -0.012; number 6, C, carries 0.144; number 7, N, carries -0.560; number 8, S, carries -0.402; number 9, C, carries 0.232; number 10, C, carries -0.439; number 11, C, carries -0.568; number 12, C, carries -0.738; number 13, C, carries -0.183; number 14, N, carries 0.172; number 15, H, carries 0.476; number 16, H, carries 0.421; number 17, H, carries 0.245; number 18, H, carries 0.248; number 19, H, carries 0.432; number 20, H, carries 0.332; number 21, H, carries 0.503; number 22, H, carries 0.424; number 23, H, carries 0.432; number 24, H, carries 0.457; number 25, O, carries -0.415; number 26, C, carries -0.758; number 27, C, carries 1.372; number 28, C, carries -0.334; number 29, C, carries -0.600; number 30, C, carries -0.390; number 31, C, carries -0.688; number 32, C, carries -0.111; number 33, O, carries -0.671; number 34, N, carries 1.036; number 35, O, carries -0.665; number 36, O, carries -0.663; number 37, H, carries 0.247; number 38, H, carries 0.482; number 39, H, carries 0.506; number 40, H, carries 0.495; number 41, O, carries -0.506; number 42, C, carries 0.443; number 43, O, carries -0.596; number 44, C, carries 0.362; number 45, C, carries -0.996; number 46, C, carries -0.153; number 47, C, carries -0.165; number 48, C, carries -0.537; number 49, C, carries -0.737; number 50, N, carries -0.331; number 51, C, carries -0.288; number 52, C, carries 0.292; number 53, C, carries -0.732; number 54, C, carries -0.491; number 55, C, carries -0.643; number 56, C, carries -0.123; number 57, N, carries -0.239; number 58, H, carries 0.340; number 59, H, carries 0.464; number 60, H, carries 0.538; number 61, H, carries 0.883; number 62, H, carries 0.796; number 63, H, carries 0.422; number 64, H, carries 0.460; number 65, H, carries 0.460; number 66, H, carries 0.456; number 67, H, carries 0.361; number 68, Cl, carries -0.286; number 69, C, carries 0.023; number 70, C, carries -0.578; number 71, C, carries -0.625; number 72, C, carries -0.253; number 73, O, carries -0.327; number 74, C, carries 0.996; number 75, C, carries -0.601; number 76, O, carries -0.466; number 77, C, carries -0.735; number 78, H, carries 0.412; number 79, H, carries 0.438; number 80, H, carries 0.263; number 81, H, carries 0.375; number 82, C, carries -1.110; number 83, Te, carries 0.547; number 84, C, carries -0.928; number 85, H, carries 0.206; number 86, H, carries 0.360; number 87, H, carries 0.327; number 88, H, carries 0.527; number 89, H, carries 0.420; number 90, H, carries -0.138; number 91, C, carries -0.104; number 92, C, carries 0.436; number 93, O, carries -0.662; number 94, C, carries 0.504; number 95, C, carries -0.392; number 96, C, carries -0.735; number 97, C, carries -0.330; number 98, C, carries -0.912; number 99, C, carries -0.173

ORCA calculation (the ωB97M-V functional and the def2-TZVPD basis) on one molecule with the formula C5H8N2 in a non-equilibrium geometry.

**Relative energy (zero: lowest compared OMol25 entry of this formula, charge and spin)**: 95.9 kcal per mole
**Spin multiplicity**: 1
**E_tot**: -304.68274 a.u.
**Gap between HOMO and LUMO**: 9.89 eV

Cartesian coordinates (Å):
C1 -2.1953 -0.9283 0.4058
C2 -0.8538 -0.4930 -0.0872
C3 0.1646 -1.2990 -0.6790
N1 1.2560 -0.6177 -0.9487
N2 0.9781 0.6265 -0.5252
C4 2.3061 1.5187 0.1908
C5 -0.2917 0.7511 -0.0404
H1 -2.7884 -1.3724 -0.3978
H2 -2.7571 -0.0855 0.8196
H3 -2.0951 -1.6791 1.1986
H4 0.1384 -2.3598 -0.8836
H5 1.7920 1.6969 -0.8532
H6 3.0790 0.7512 0.3136
H7 1.9438 1.7792 1.2000
H8 -0.6766 1.7111 0.2867

Atoms 1-6, force components in eV/Å:
C -0.2 0.0 -0.1
C 0.0 0.0 -0.1
C -0.2 -0.2 0.0
N -0.1 -0.3 0.7
N 0.2 -0.4 1.1
C -1.9 -1.6 -1.0

What are the Mulliken partial charges on each atom? They are as follows, in elementary charge units: number 1, C, carries -1.168; number 2, C, carries 0.661; number 3, C, carries -0.355; number 4, N, carries -0.880; number 5, N, carries 0.422; number 6, C, carries -0.808; number 7, C, carries -0.552; number 8, H, carries 0.289; number 9, H, carries 0.311; number 10, H, carries 0.275; number 11, H, carries 0.452; number 12, H, carries 0.482; number 13, H, carries 0.238; number 14, H, carries 0.214; number 15, H, carries 0.421